--- w ---
Molecular formula: C3H4NP
Method: DFT, ωB97M-V with the def2-TZVPD basis set

Each line ends with the natural charge from an NBO analysis.
CARTESIAN COORDINATES (ANGSTROEM)
1 C 0.53326 -0.06239 -1.04615  -0.07
2 N 1.19727 0.67351 -0.05880  -0.43
3 C 0.48822 0.72522 0.97312  -0.15
4 P -1.27950 0.30883 0.76508  0.49
5 C -0.68335 -0.44106 -0.81926  -0.51
6 H 1.30233 -0.22527 -1.75210  0.22
7 H 0.85405 1.01783 2.01474  0.20
8 H -1.06620 -0.91989 1.40917  0.01
9 H -1.34608 -1.07678 -1.48582  0.24

Properties
Kohn-Sham gap: 10.086 eV
E_HOMO: -9.4 eV
SMILES: C1=NC=[PH]=C1



--- x ---
Molecular formula: C3H4NP
Method: DFT, ωB97M-V with the def2-TZVPD basis set

Each line ends with the natural charge from an NBO analysis.
CARTESIAN COORDINATES (ANGSTROEM)
1 C 1.53343 -1.07648 0.00011  -0.91
2 C 0.08404 1.18080 0.05968  -0.58
3 C -2.13094 0.12140 -0.11611  0.05
4 N -1.09113 0.64816 0.06730  -0.21
5 P 1.70116 0.59660 0.04486  0.73
6 H 2.52458 -1.64130 -0.16716  0.23
7 H -0.22096 2.18305 -0.38042  0.23
8 H -2.98928 -0.37958 0.41296  0.24
9 H 0.58911 -1.63263 0.07878  0.21

Properties
Kohn-Sham gap (spin up / spin down): 7.593 / 7.593 eV
E_HOMO (spin up / spin down): -7.7 / -7.7 eV



Quick look at relative energies in eV: w 0.000; x 2.380.